(1)
C9H14O | ωB97M-V with the def2-TZVPD basis set

As for the HOMO energy (alpha / beta): -14.22 / -14.34 eV. The net charge is +1. As for the multiplicity: 2. The lowest unoccupied orbital energy (alpha / beta) is -3.983 / -8.105 eV. The value obtained for the frontier orbital gap (alpha / beta) is 10.232 / 6.234 eV.

Each line ends with the Löwdin spin population.
CARTESIAN COORDINATES (ANGSTROEM)
C (-3.410, 1.123, 0.775)  0.01
C (-2.031, 1.621, 0.047)  0.02
H (-3.878, 2.132, 0.895)  0.00
H (-3.939, 0.470, 0.266)  0.00
H (-3.436, 0.740, 1.686)  0.00
H (-2.072, 1.313, -1.103)  0.00
H (-1.067, 1.156, 0.534)  0.01
H (-2.136, 2.771, 0.074)  0.00
C (1.793, 1.847, 1.337)  0.04
C (1.116, -0.556, -1.606)  0.06
C (1.403, 0.604, -0.845)  0.12
C (0.504, -1.559, -0.871)  0.23
C (1.204, 0.714, 0.496)  0.25
C (0.076, -1.395, 0.519)  0.07
C (0.533, -0.289, 1.243)  0.03
O (-0.012, -2.827, -1.399)  0.12
H (1.358, -0.721, -2.662)  0.00
H (1.804, 1.537, -1.335)  0.00
H (0.754, -3.357, -1.765)  0.01
H (-0.518, -2.135, 0.995)  0.00
H (1.031, 2.075, 2.111)  0.01
H (2.004, 2.684, 0.749)  0.00
H (0.258, -0.160, 2.333)  0.00
H (2.802, 1.445, 1.846)  0.02

=====

(2)
C5H29N2O9 | ωB97M-V with the def2-TZVPD basis set

As for the HOMO energy: -13.15 eV. The net charge is +1. The lowest unoccupied orbital energy is -2.708 eV. The value obtained for the frontier orbital gap is 10.437 eV.

Each line ends with the Mulliken charge.
CARTESIAN COORDINATES (ANGSTROEM)
C (-3.831, -0.912, 0.237)  -0.79
O (-4.181, 0.363, 0.759)  -0.54
C (-2.254, -1.088, 0.072)  -0.51
C (-1.729, -0.086, -0.990)  -0.94
C (-0.548, 0.706, -0.434)  -0.21
N (1.903, 2.204, -0.912)  -0.17
C (1.821, 0.961, -1.393)  -0.08
N (0.695, 0.326, -1.164)  0.14
H (-4.365, -1.025, -0.692)  0.41
H (-4.078, -1.683, 0.984)  0.36
H (-5.143, 0.405, 0.786)  0.28
H (-2.021, -2.060, -0.366)  0.23
H (-1.724, -1.031, 1.036)  0.38
H (-1.449, -0.554, -1.944)  0.51
H (-2.543, 0.665, -1.194)  0.41
H (-0.300, 0.378, 0.584)  0.24
H (-0.714, 1.798, -0.455)  0.27
H (2.706, 2.742, -1.208)  0.24
H (1.036, 2.729, -0.666)  0.18
H (2.689, 0.386, -1.797)  0.41
H (0.693, -0.655, -1.513)  0.26
H (1.412, -1.921, -0.208)  0.13
H (1.126, -1.803, 1.192)  0.41
O (1.827, -1.490, 0.585)  -0.55
H (1.272, -4.882, 0.248)  0.30
H (-0.055, -4.949, -0.508)  0.33
O (0.470, -4.377, 0.067)  -0.66
H (4.414, -1.786, -2.541)  0.30
H (3.392, -0.848, -3.123)  0.35
O (3.746, -1.142, -2.271)  -0.69
H (1.534, 1.840, 2.675)  0.49
H (1.030, 2.912, 3.755)  0.27
O (0.840, 2.476, 2.914)  -0.70
H (2.149, -0.335, 2.623)  0.32
H (2.208, 0.414, 1.309)  0.31
O (2.267, 0.558, 2.263)  -0.66
H (-3.307, 1.811, 1.110)  0.35
H (-3.226, 3.100, 1.764)  0.32
O (-2.798, 2.651, 1.019)  -0.60
H (-0.148, 4.071, 0.561)  0.30
H (1.018, 3.348, 1.446)  0.43
O (0.793, 3.856, 0.624)  -0.77
H (1.834, -2.583, -2.187)  0.25
H (0.577, -3.078, -1.219)  0.34
O (0.962, -2.410, -1.827)  -0.65

=====

(3)
C4H11N2S | ωB97M-V with the def2-TZVPD basis set

As for the HOMO energy: -2.57 eV. The net charge is -1. The lowest unoccupied orbital energy is 3.737 eV. The structure (SMILES) is CN[C@H](CN)C[S-]. The value obtained for the frontier orbital gap is 6.303 eV.

Each line ends with the Mulliken charge.
CARTESIAN COORDINATES (ANGSTROEM)
C (0.995, -0.969, 1.641)  -0.91
N (0.415, 0.380, 1.458)  -0.53
C (-0.058, 0.656, 0.057)  0.40
C (-1.388, -0.085, -0.189)  -0.82
N (-2.131, 0.278, -1.395)  -0.58
C (0.941, 0.151, -0.975)  -1.02
S (0.855, 0.865, -2.775)  -0.63
H (1.164, -1.175, 2.708)  0.33
H (0.319, -1.784, 1.386)  0.32
H (1.973, -1.080, 1.178)  0.31
H (1.267, 0.932, 1.519)  0.32
H (-0.072, 1.743, 0.031)  0.22
H (-1.953, 0.069, 0.747)  0.35
H (-1.075, -1.126, -0.195)  0.24
H (-1.450, 0.491, -2.136)  0.21
H (-2.702, 1.081, -1.182)  0.29
H (0.947, -0.930, -1.098)  0.21
H (1.955, 0.504, -0.780)  0.29

=====

(4)
C4H12O | ωB97M-V with the def2-TZVPD basis set

As for the HOMO energy: -10.07 eV. The net charge is 0. The lowest unoccupied orbital energy is 1.004 eV. The structure (SMILES) is CCO.CC. The value obtained for the frontier orbital gap is 11.075 eV.

Each line ends with the Mulliken charge.
CARTESIAN COORDINATES (ANGSTROEM)
C (1.426, 1.087, -0.947)  -0.96
C (0.068, 1.375, -1.521)  -0.18
O (-0.640, 0.159, -1.878)  -0.54
H (2.178, 1.707, -1.433)  0.31
H (1.756, 0.055, -1.081)  0.30
H (1.603, 1.319, 0.101)  0.27
H (-0.638, 1.863, -0.845)  0.23
H (0.102, 1.888, -2.481)  0.29
H (-0.204, -0.660, -1.625)  0.28
C (-0.958, -1.171, 1.478)  -0.58
C (-0.002, -1.318, 2.631)  -0.91
H (-1.973, -1.074, 1.809)  0.33
H (-0.813, -0.228, 0.956)  0.06
H (-0.982, -1.977, 0.749)  0.26
H (-0.175, -0.553, 3.383)  0.27
H (1.038, -1.146, 2.335)  0.27
H (-0.029, -2.266, 3.165)  0.31

=====

Please write out number 4 again, unchanged.
C4H12O | ωB97M-V with the def2-TZVPD basis set

As for the HOMO energy: -10.07 eV. The net charge is 0. The lowest unoccupied orbital energy is 1.004 eV. The structure (SMILES) is CCO.CC. The value obtained for the frontier orbital gap is 11.075 eV.

Each line ends with the Mulliken charge.
CARTESIAN COORDINATES (ANGSTROEM)
C (1.426, 1.087, -0.947)  -0.96
C (0.068, 1.375, -1.521)  -0.18
O (-0.640, 0.159, -1.878)  -0.54
H (2.178, 1.707, -1.433)  0.31
H (1.756, 0.055, -1.081)  0.30
H (1.603, 1.319, 0.101)  0.27
H (-0.638, 1.863, -0.845)  0.23
H (0.102, 1.888, -2.481)  0.29
H (-0.204, -0.660, -1.625)  0.28
C (-0.958, -1.171, 1.478)  -0.58
C (-0.002, -1.318, 2.631)  -0.91
H (-1.973, -1.074, 1.809)  0.33
H (-0.813, -0.228, 0.956)  0.06
H (-0.982, -1.977, 0.749)  0.26
H (-0.175, -0.553, 3.383)  0.27
H (1.038, -1.146, 2.335)  0.27
H (-0.029, -2.266, 3.165)  0.31